C23H43Br2NO3PdS5Si as an isolated structure. Source: the OMol25 dataset; level of theory: the ωB97M-V functional and the def2-TZVPD basis.

Results
HOMO-LUMO gap ... 0.1841 hartree
ΔE to the lowest compared entry with this formula, charge and spin ... 0.0 kcal per mole
HOMO energy ... -13.6 eV

ORCA input file:
```
! RIJCOSX wB97M-V def2-TZVPD def2/J DEFGRID3
* xyz 2 1
Pd -0.1566 -1.2708 0.1228
C -2.0375 -1.5810 -2.4881
C -1.6571 -0.1231 -2.6713
S -0.1487 0.3598 -1.7673
C -0.6812 1.8727 -0.9265
C -1.7292 1.6786 0.1473
S -1.4031 0.2973 1.3241
C -3.0337 -0.5238 1.2895
C -3.4388 -1.0880 -0.0573
S -2.1171 -2.1324 -0.7633
H -1.3119 -2.2512 -2.9510
H -3.0095 -1.7908 -2.9389
H -2.4606 0.5502 -2.3766
H -1.4616 0.0524 -3.7297
H -1.0510 2.5564 -1.6938
H 0.2338 2.2975 -0.5191
H -2.7192 1.5226 -0.2764
H -1.7669 2.5670 0.7831
H -3.7619 0.2165 1.6280
H -2.9792 -1.2963 2.0563
H -3.6803 -0.3114 -0.7798
H -4.3146 -1.7288 0.0501
Br 4.5281 -2.2828 -2.9456
C 2.9362 -2.9804 -2.2559
C 2.6177 -4.3257 -2.3783
C 1.4307 -4.7840 -1.8294
C 0.6022 -3.8973 -1.1747
N 0.9135 -2.5974 -1.0872
C 2.0639 -2.1370 -1.5927
H 3.2952 -5.0021 -2.8820
H 1.1568 -5.8279 -1.8825
H -0.2982 -4.2331 -0.6795
H 2.3020 -1.0932 -1.4491
O 1.6062 -1.0233 1.1112
S 1.7180 -2.2726 2.0181
O 2.1231 -3.4259 1.2814
O 2.3522 -1.9622 3.2437
S -0.3984 -2.4298 2.1581
C 2.6780 0.8196 5.2609
C 1.3227 1.5418 5.2267
C 0.2783 0.5123 4.7679
C 0.9684 1.9782 6.6608
Si 1.4228 3.0809 4.0867
Br 1.3601 2.1396 1.9358
C -0.1467 4.1817 4.0917
C -1.4180 3.3321 4.2271
C -0.3110 5.0126 2.8102
C -0.0839 5.1442 5.2931
C 3.0826 4.0236 4.1099
C 3.4397 4.3703 5.5683
C 2.9893 5.3329 3.3126
C 4.2415 3.2185 3.5005
H 2.5787 -0.0839 5.8685
H 3.4606 1.4278 5.7109
H 3.0058 0.5091 4.2664
H 0.3969 -0.3901 5.3748
H 0.4204 0.2226 3.7250
H -0.7444 0.8617 4.8967
H 0.9896 1.0991 7.3111
H -0.0315 2.4081 6.7305
H 1.6762 2.6998 7.0696
H -1.4781 2.5644 3.4473
H -2.2918 3.9835 4.1267
H -1.4922 2.8391 5.1949
H -0.5084 4.3737 1.9460
H 0.5528 5.6277 2.5740
H -1.1692 5.6797 2.9352
H 0.0637 4.6254 6.2413
H -1.0291 5.6899 5.3642
H 0.7091 5.8836 5.1858
H 2.6614 4.9486 6.0692
H 4.3481 4.9788 5.5712
H 3.6447 3.4834 6.1675
H 2.2728 6.0368 3.7339
H 2.7331 5.1566 2.2655
H 3.9679 5.8198 3.3319
H 4.4518 2.2951 4.0336
H 5.1439 3.8345 3.5448
H 4.0620 2.9761 2.4525
*
```

---

H7InN2OP3 as an isolated structure. Source: the OMol25 dataset; level of theory: the ωB97M-V functional and the def2-TZVPD basis.

Results
HOMO-LUMO gap ... 0.1826 hartree
HOMO energy ... -23.2 eV

ORCA input file:
```
! RIJCOSX wB97M-V def2-TZVPD def2/J DEFGRID3
* xyz 3 1
N -0.5275 -0.6697 2.6614
P -0.8529 0.0137 1.1941
P 0.6630 -0.4118 -0.3141
N -0.0768 -1.6495 -1.4175
P 1.0857 1.2920 -1.6056
O 1.4517 2.6401 -0.8021
H -1.3225 -1.3469 2.8612
H -1.0169 1.4476 1.4112
H -2.0884 -0.5798 0.7518
H -1.1085 -1.5916 -1.2335
H 0.2675 -2.6125 -1.1220
H 2.3171 0.9582 -2.3348
H 0.0800 1.5004 -2.6264
In 1.1285 1.0097 2.5764
*
```

---

C41H38FN4O4S5SbTi as an isolated structure. Source: the OMol25 dataset; level of theory: the ωB97M-V functional and the def2-TZVPD basis.

Results
HOMO-LUMO gap (spin up / spin down) ... 0.1018 / 0.1457 hartree
ΔE to the lowest compared entry with this formula, charge and spin ... 17.0 kcal per mole
HOMO energy (spin up / spin down) ... -2.8 / -4.1 eV

ORCA input file:
```
! RIJCOSX wB97M-V def2-TZVPD def2/J DEFGRID3
* xyz -1 2
Ti -0.9543 0.3699 0.7231
F 5.1783 -1.2008 -0.8319
C 4.0866 -2.0259 -0.9316
C 2.8430 -1.4910 -0.7919
C 1.7292 -2.3739 -0.8440
C 0.4393 -1.8907 -0.5885
O 0.2641 -0.6068 -0.4439
C -0.6367 -2.8208 -0.4614
C -0.4183 -4.1201 -0.7550
N 0.8157 -4.5905 -1.1539
C 0.9972 -5.9933 -1.3579
C 1.3924 -6.4688 -2.7245
C 0.0033 -6.7189 -2.2077
C 1.9458 -3.7646 -1.0806
C 3.2289 -4.2590 -1.2145
C 4.3349 -3.3804 -1.1405
N 5.6713 -3.9145 -1.0195
C 6.5972 -3.4307 -2.0269
C 7.9107 -4.1756 -1.9155
N 8.4613 -3.9428 -0.5286
C 7.4913 -4.4082 0.5320
C 6.1859 -3.6749 0.3270
C -1.9599 -2.4009 0.1107
O -2.9657 -3.0639 -0.0456
O -1.8707 -1.3276 0.8448
H 2.6963 -0.4425 -0.5535
H -1.2130 -4.8473 -0.6768
H 1.4183 -6.5280 -0.5092
H 2.0806 -7.3004 -2.7970
H 1.5118 -5.7024 -3.4779
H -0.2709 -7.7218 -1.9126
H -0.7996 -6.1349 -2.6350
H 3.4183 -5.3115 -1.3690
H 6.7893 -2.3497 -1.9412
H 6.1697 -3.6067 -3.0132
H 8.6560 -3.8184 -2.6243
H 7.7763 -5.2514 -2.0143
H 8.6091 -2.9376 -0.4082
H 9.3626 -4.4021 -0.4150
H 7.9438 -4.2027 1.5007
H 7.3728 -5.4813 0.3891
H 6.3235 -2.6021 0.5277
H 5.4613 -4.0496 1.0490
N -0.4357 1.7682 -0.8892
C -1.0774 1.6088 -2.1578
C -0.2854 1.5250 -3.2954
C -0.8537 1.3518 -4.5470
C -2.2340 1.2561 -4.6535
C -3.0193 1.3266 -3.5132
C -2.4756 1.5118 -2.2424
C -3.3462 1.5044 -1.0276
C -4.7177 1.7868 -1.1330
C -5.5796 1.5559 -0.0717
C -5.0810 1.0730 1.1432
C -3.7138 0.9381 1.2671
C -2.8331 1.1093 0.2021
H -0.5765 2.6695 -0.4326
H 0.5767 1.6540 -0.9682
H 0.7902 1.5976 -3.1828
H -0.2236 1.2850 -5.4250
H -2.7022 1.1041 -5.6181
H -4.0880 1.1896 -3.6140
H -5.1330 2.1914 -2.0487
H -6.6357 1.7643 -0.1917
H -5.7411 0.8695 1.9772
H -3.3114 0.6026 2.2218
S 2.5929 1.9879 0.8708
Sb 1.1699 1.8955 2.6803
S 0.2219 -0.3056 2.7296
S -0.9553 2.6019 1.8628
S 1.7849 2.7582 4.6758
O -5.2538 5.3639 0.4075
S -4.2161 4.5082 1.0640
C -4.8369 4.1553 2.7118
C -4.1344 3.3332 3.5836
C -4.6986 3.0248 4.8114
C -5.9511 3.5229 5.1541
C -6.6437 4.3346 4.2677
C -6.0877 4.6532 3.0340
C -2.8298 5.5649 1.4876
C -1.8996 5.7017 0.4638
C -0.7572 6.4561 0.6640
C -0.5370 7.0596 1.8949
C -1.4687 6.9254 2.9123
C -2.6235 6.1813 2.7108
H -3.1576 2.9475 3.3085
H -4.1543 2.3896 5.4987
H -6.3876 3.2717 6.1131
H -7.6214 4.7192 4.5317
H -6.6003 5.2755 2.3118
H -2.0619 5.1884 -0.4775
H -0.0205 6.5414 -0.1244
H 0.3745 7.6173 2.0682
H -1.2880 7.3812 3.8772
H -3.3389 6.0669 3.5134
*
```

---

C7H11Br2FO as an isolated structure. Source: the OMol25 dataset; level of theory: the ωB97M-V functional and the def2-TZVPD basis.

Results
HOMO-LUMO gap ... 0.3104 hartree
ΔE to the lowest compared entry with this formula, charge and spin ... 82.2 kcal per mole
HOMO energy ... -8.2 eV

ORCA input file:
```
! RIJCOSX wB97M-V def2-TZVPD def2/J DEFGRID3
* xyz 0 1
C -0.7323 2.0131 -0.2695
C 0.0307 1.5966 1.0131
C -0.0947 1.2110 -1.4394
C -0.0385 0.0034 1.1284
C -0.0353 -0.2968 -1.4335
C 0.6290 -0.6141 -0.0222
C -0.1881 -2.7881 0.1767
O 1.9049 -0.7660 0.0108
F 0.1894 -3.7628 -0.6292
Br -2.1159 -2.7350 0.3820
Br 0.5356 -3.1418 2.0497
H -1.7969 2.0151 -0.2311
H -0.5477 3.1199 -0.3817
H 1.1102 1.8576 1.0705
H -0.4568 2.2202 1.9287
H -0.6673 1.4329 -2.4007
H 0.9612 1.6239 -1.3638
H 0.3264 -0.2255 2.1668
H -1.1160 -0.2104 1.2085
H -0.9057 -0.9798 -1.5698
H 0.7005 -0.4668 -2.2437
H 2.3073 -1.1067 0.8495
*
```

---

C3H3NOS as an isolated structure. Source: the OMol25 dataset; level of theory: the ωB97M-V functional and the def2-TZVPD basis.

Results
HOMO-LUMO gap ... 0.2786 hartree
ΔE to the lowest compared entry with this formula, charge and spin ... 177.7 kcal per mole
HOMO energy ... -8.8 eV

ORCA input file:
```
! RIJCOSX wB97M-V def2-TZVPD def2/J DEFGRID3
* xyz 0 1
C 0.0030 0.6770 0.1519
C 1.3149 0.2502 0.0863
C 2.2882 -0.4418 0.1847
H -2.3271 1.0150 -0.3811
H -0.6695 -1.4614 -0.4932
H 3.2181 -1.2723 -0.4944
N -0.8374 -0.3400 0.7253
O -0.5069 1.8234 0.1575
S -2.4834 -0.2500 0.0631
*
```

---

C4H7NO2S in the gas phase. Source: the OMol25 dataset; level of theory: the ωB97M-V functional and the def2-TZVPD basis.

Results
HOMO-LUMO gap (spin up / spin down) ... 0.2582 / 0.2809 hartree
ΔE to the lowest compared entry with this formula, charge and spin ... 182.5 kcal per mole
HOMO energy (spin up / spin down) ... -8.0 / -8.8 eV

ORCA input file:
```
! RIJCOSX wB97M-V def2-TZVPD def2/J DEFGRID3
* xyz 0 1
C -0.7244 -0.8067 0.5950
C 0.4833 -0.0203 -0.0235
C -3.1798 -0.3091 -0.0656
C 0.3265 1.5117 0.0956
N -3.6000 0.4913 0.7860
O -3.3738 1.5232 1.4420
O -0.0097 -0.2436 -1.3986
S -1.6727 -0.7189 -0.9401
H -0.5160 -1.8749 0.7240
H -1.1869 -0.4476 1.4476
H 1.4583 -0.3213 0.2142
H -3.6060 -1.1696 -0.6098
H -0.8196 1.6216 0.2417
H 0.6295 1.9613 -0.9272
H 0.7726 2.0227 0.9441
*
```

---

A 2-piece molecular cluster, CHN4S overall. Source: the OMol25 dataset; level of theory: the ωB97M-V functional and the def2-TZVPD basis.

Results
HOMO-LUMO gap ... 0.2235 hartree
ΔE to the lowest compared entry with this formula, charge and spin ... 77.6 kcal per mole
HOMO energy ... -2.4 eV

ORCA input file:
```
! RIJCOSX wB97M-V def2-TZVPD def2/J DEFGRID3
* xyz -1 1
C 1.2262 0.3836 0.4210
N 1.4683 -0.8135 0.1679
N -0.8127 0.1960 -0.7841
N 1.4315 -1.9759 0.0877
N -1.8789 0.2982 -0.3681
S -2.9227 0.7945 0.7659
H 1.4883 1.1171 -0.2904
*
```

---

A 2-piece molecular cluster, C2H6FN2 overall. Source: the OMol25 dataset; level of theory: the ωB97M-V functional and the def2-TZVPD basis.

Results
HOMO-LUMO gap (spin up / spin down) ... 0.3392 / 0.2725 hartree
ΔE to the lowest compared entry with this formula, charge and spin ... 43.9 kcal per mole
HOMO energy (spin up / spin down) ... -13.2 / -16.6 eV

ORCA input file:
```
! RIJCOSX wB97M-V def2-TZVPD def2/J DEFGRID3
* xyz 1 3
C 0.3717 0.6720 0.3063
C -0.6052 -1.4545 -0.4706
N 0.6905 1.8582 0.1350
N 0.5128 -0.6302 0.1794
F -1.5335 0.9392 1.2042
H -1.4668 -1.4467 0.0997
H -0.1279 -2.4464 -0.5576
H -0.7663 -1.0056 -1.4496
H 1.6023 2.1103 -0.3898
H -0.1094 2.4756 0.4510
H 1.4319 -1.0720 0.4920
*
```

---

no.,DFT total energy (Ha)
1,-8738.5029
2,-1401.6453
3,-5285.7922
4,-5596.3398
5,-644.0037
6,-759.7858
7,-655.8105
8,-288.6836